{
  "formula": "C24H12B4LiO36",
  "method": "wB97M-V/def2-TZVPD",
  "species": ["Li", "O", "C", "O", "B", "O", "C", "O", "O", "C", "O", "C", "O", "O", "O", "C", "O", "B", "O", "C", "O", "O", "C", "O", "C", "O", "O", "O", "C", "O", "B", "O", "C", "O", "O", "C", "O", "C", "O", "O", "O", "C", "O", "B", "O", "C", "O", "O", "C", "O", "C", "O", "O", "O", "C", "O", "C", "C", "C", "H", "H", "H", "H", "H", "H", "O", "C", "O", "C", "C", "C", "H", "H", "H", "H", "H", "H"],
  "coordinates": [[4.720, -12.184, 2.571], [10.455, -11.787, 9.627], [9.324, -11.855, 9.120], [8.992, -11.970, 7.874], [7.556, -12.281, 7.740], [7.019, -11.941, 9.102], [8.035, -11.790, 9.942], [7.965, -11.428, 11.099], [7.355, -13.705, 7.378], [6.703, -13.720, 6.211], [6.393, -14.735, 5.606], [6.424, -12.272, 5.742], [6.845, -11.500, 6.715], [5.672, -11.985, 4.809], [3.186, -11.172, 3.671], [2.487, -10.405, 4.345], [1.325, -10.723, 4.953], [0.729, -9.507, 5.488], [1.703, -8.475, 5.162], [2.751, -8.937, 4.582], [3.813, -8.372, 4.277], [-0.550, -9.247, 4.832], [-1.531, -9.148, 5.770], [-2.745, -8.990, 5.621], [-0.864, -9.257, 7.171], [0.392, -9.509, 6.934], [-1.397, -9.230, 8.278], [11.324, -7.284, -0.016], [10.121, -7.589, -0.094], [9.186, -7.631, 0.905], [7.892, -8.061, 0.343], [8.079, -7.994, -1.117], [9.338, -7.875, -1.414], [9.830, -8.024, -2.522], [6.803, -7.200, 0.767], [5.897, -7.967, 1.310], [4.773, -7.629, 1.669], [6.431, -9.424, 1.391], [7.585, -9.423, 0.781], [5.802, -10.350, 1.934], [10.940, -13.534, -2.948], [9.976, -14.016, -2.310], [9.760, -13.981, -0.999], [8.483, -14.570, -0.609], [8.002, -15.132, -1.919], [8.887, -14.892, -2.910], [8.746, -15.241, -4.057], [7.480, -13.600, -0.011], [7.233, -13.897, 1.232], [6.481, -13.332, 2.019], [8.027, -15.142, 1.561], [8.708, -15.539, 0.455], [8.146, -15.672, 2.666], [3.899, -13.949, 3.150], [3.434, -14.909, 3.747], [2.405, -14.855, 4.569], [2.261, -16.063, 5.268], [3.630, -16.718, 5.209], [4.067, -16.234, 3.822], [1.553, -16.757, 4.814], [2.095, -15.986, 6.342], [3.440, -17.791, 5.196], [4.242, -16.418, 6.059], [3.571, -16.824, 3.051], [5.131, -16.227, 3.584], [3.691, -11.793, 0.813], [2.840, -11.118, 0.228], [2.350, -11.548, -0.961], [1.467, -10.630, -1.566], [1.353, -9.484, -0.621], [2.041, -9.888, 0.639], [0.579, -11.255, -1.660], [1.812, -10.338, -2.557], [0.291, -9.284, -0.482], [1.689, -8.585, -1.138], [1.356, -10.152, 1.444], [2.730, -9.156, 1.060]],
  "max_force_ha_per_bohr": 0.090,
  "relative_energy_kcal_mol": 65.23,
  "gap_ha": 0.328,
  "total_charge": -3
}